20
Properties=species:S:1:pos:R:3:forces:R:3 method="wB97M-V/def2-TZVPD" e_homo_ev="-12.00 / -13.66" de_lowest_kcal_mol=174.4 orbital_gap_ev="5.62 / 10.25" total_energy_ha=-340.66548 charge=+1 lumo_energy_ev="-6.380 / -3.411"
C 3.370083 -1.754643 0.383404 2.026 0.072 -0.726
C 1.213784 2.088527 -0.055320 1.989 2.898 0.076
C 0.529103 -0.219036 -0.060042 -1.394 1.931 0.599
N -0.233750 -1.206337 0.334795 -1.746 3.266 0.417
N -3.321482 -0.848816 -0.336180 -1.865 1.256 0.904
N 0.165702 1.117144 -0.032668 1.681 -4.733 0.328
N -1.171511 1.528109 -0.073645 1.585 2.161 -0.610
H 2.673902 -1.000989 0.643109 -0.132 0.539 0.197
H 3.316280 -2.733732 0.755184 -0.722 -1.149 0.536
H 4.386317 -1.591295 -0.029751 -1.086 0.563 0.084
H 0.920831 2.811708 -0.816510 0.066 0.243 -0.062
H 1.433195 2.716540 0.867076 -1.146 -1.114 -0.558
H 2.270610 1.820290 -0.347799 -1.573 -0.934 0.095
H -0.098344 -2.166394 0.347104 1.243 -1.895 -0.654
H -1.200486 -0.990130 0.666164 0.659 -0.013 -0.174
H -3.594912 -1.282852 -1.243726 0.111 0.606 0.985
H -3.848837 0.083036 -0.225825 1.035 -1.533 -0.924
H -1.226099 2.207616 -0.855992 -0.192 -0.299 0.647
H -1.718160 0.757380 -0.327559 -1.299 -1.639 -0.340
H -3.866233 -1.336128 0.408190 0.758 -0.225 -0.820

=====

21
Properties=species:S:1:pos:R:3:forces:R:3 method="wB97M-V/def2-TZVPD" e_homo_ev=-7.68 de_lowest_kcal_mol=187.4 smiles=CNNN(C)N(C)N orbital_gap_ev=8.63 total_energy_ha=-395.59299 lumo_energy_ev=0.958
C 1.255252 -0.627679 -1.406712 0.011 0.130 -0.240
C 0.562063 1.389049 1.775056 0.241 -0.449 -0.286
C -1.892324 -2.126725 0.293297 -0.074 0.484 -0.023
N 0.355443 -0.435996 -0.267209 1.755 5.940 2.499
N 0.753232 1.144383 0.369396 0.948 -0.510 -0.188
N -0.822229 0.226624 -0.676581 -2.057 -6.127 -1.406
N -1.376806 -1.347430 -0.801614 -0.949 1.427 -1.344
N 1.214498 2.195025 -0.426590 0.056 -0.713 0.275
H -1.368269 0.523197 0.129963 0.412 -0.306 0.305
H -1.303790 -1.775310 -1.716213 -0.242 0.565 0.182
H 0.567349 2.984125 -0.432011 -0.018 -0.274 -0.067
H 2.118335 2.524846 -0.093280 -0.004 0.000 -0.068
H 1.312930 -1.695682 -1.606468 0.047 -0.016 0.029
H 2.233084 -0.235195 -1.135615 -0.006 -0.201 0.130
H 0.943591 -0.096125 -2.308328 -0.208 0.013 0.130
H 1.499314 1.723609 2.240055 -0.048 0.044 0.155
H -0.211235 2.148808 1.976304 0.050 -0.022 -0.070
H 0.265029 0.459117 2.262384 -0.010 -0.019 -0.014
H -1.324768 -3.052427 0.454045 -0.007 0.113 -0.060
H -2.949221 -2.375528 0.149745 -0.015 -0.092 0.089
H -1.831476 -1.550684 1.220378 0.118 0.014 -0.026

=====

Copy entry 1 word for word.
20
Properties=species:S:1:pos:R:3:forces:R:3 method="wB97M-V/def2-TZVPD" e_homo_ev="-12.00 / -13.66" de_lowest_kcal_mol=174.4 orbital_gap_ev="5.62 / 10.25" total_energy_ha=-340.66548 charge=+1 lumo_energy_ev="-6.380 / -3.411"
C 3.370083 -1.754643 0.383404 2.026 0.072 -0.726
C 1.213784 2.088527 -0.055320 1.989 2.898 0.076
C 0.529103 -0.219036 -0.060042 -1.394 1.931 0.599
N -0.233750 -1.206337 0.334795 -1.746 3.266 0.417
N -3.321482 -0.848816 -0.336180 -1.865 1.256 0.904
N 0.165702 1.117144 -0.032668 1.681 -4.733 0.328
N -1.171511 1.528109 -0.073645 1.585 2.161 -0.610
H 2.673902 -1.000989 0.643109 -0.132 0.539 0.197
H 3.316280 -2.733732 0.755184 -0.722 -1.149 0.536
H 4.386317 -1.591295 -0.029751 -1.086 0.563 0.084
H 0.920831 2.811708 -0.816510 0.066 0.243 -0.062
H 1.433195 2.716540 0.867076 -1.146 -1.114 -0.558
H 2.270610 1.820290 -0.347799 -1.573 -0.934 0.095
H -0.098344 -2.166394 0.347104 1.243 -1.895 -0.654
H -1.200486 -0.990130 0.666164 0.659 -0.013 -0.174
H -3.594912 -1.282852 -1.243726 0.111 0.606 0.985
H -3.848837 0.083036 -0.225825 1.035 -1.533 -0.924
H -1.226099 2.207616 -0.855992 -0.192 -0.299 0.647
H -1.718160 0.757380 -0.327559 -1.299 -1.639 -0.340
H -3.866233 -1.336128 0.408190 0.758 -0.225 -0.820